(1)
Computed, not measured: the ion C9H14NO with charge +1, with wB97M-V/def2-TZVPD.

Structure (XYZ):
```
25
C9H14NO wB97M-V/def2-TZVPD
N -2.27 -1.11 1.05
C -1.47 -0.39 -0.24
O -2.00 -0.86 -1.34
C -1.75 1.08 -0.02
C -0.40 1.84 -0.22
C 0.72 0.91 0.32
C 2.15 0.98 -0.35
C 2.91 -0.33 -0.16
C 2.25 -1.45 0.13
C 0.83 -1.54 -0.07
C 0.11 -0.41 0.01
H -1.89 -0.61 1.90
H -2.22 -2.10 1.02
H -3.23 -1.05 0.80
H -1.63 -1.64 -1.73
H -2.28 1.37 0.83
H -2.37 1.51 -0.73
H -0.08 2.14 -1.28
H -0.40 2.73 0.27
H 0.73 0.83 1.47
H 2.84 1.83 -0.14
H 2.10 1.24 -1.37
H 4.03 -0.13 -0.15
H 2.85 -2.41 0.32
H 0.48 -2.45 -0.31
```

Calculated values
E_LUMO = -3.3 eV
Multiplicity = 1
Charge = +1
Energy above the lowest of the compared OMol25 structures with the same formula, charge and spin = 198.5 kJ/mol
Gap between HOMO and LUMO = 8.76 eV
SMILES = [NH3+][C@@]1(O)CC[C@@H]2CC=CC=C21
Largest force on an atom = 0.0729 Eh/bohr

(2)
Computed, not measured: a cluster of 2 separate species, C17H23BN3O9S in total, with wB97M-V/def2-TZVPD.

Structure (XYZ):
```
54
C17H23BN3O9S wB97M-V/def2-TZVPD
C 3.52 -0.18 1.49
C 2.63 -0.36 0.71
C 1.67 -0.49 -0.41
C 1.51 -1.94 -0.89
C 2.83 -2.72 -1.10
N 2.53 -4.17 -0.88
C 0.35 0.17 0.08
C -0.46 -0.69 1.08
C -1.92 -0.82 0.64
C -2.28 -1.38 -0.59
C -3.62 -1.44 -0.97
C -4.60 -0.93 -0.11
C -6.06 -0.98 -0.57
C -4.26 -0.40 1.13
C -2.92 -0.35 1.49
C 0.53 1.58 0.70
B -0.83 2.44 0.81
C -1.78 2.81 -0.39
O -1.20 2.89 2.07
O 1.55 2.41 0.06
S 1.78 2.13 -1.48
O 0.66 2.46 -2.33
O 2.98 2.83 -1.85
C 2.13 0.34 -1.66
O 3.48 0.10 -1.97
N 3.67 0.32 -3.39
O 3.72 -0.69 -3.96
H 4.27 0.16 2.18
H 0.87 -2.55 -0.25
H 1.00 -1.91 -1.87
H 3.16 -2.63 -2.14
H 3.61 -2.43 -0.40
H 2.92 -4.45 0.01
H 2.96 -4.72 -1.61
H -0.30 0.30 -0.81
H -0.01 -1.66 1.30
H -0.48 -0.15 2.04
H -1.50 -1.74 -1.25
H -3.92 -1.84 -1.93
H -6.40 -2.01 -0.62
H -6.10 -0.51 -1.56
H -6.70 -0.36 0.06
H -5.01 0.01 1.81
H -2.61 0.08 2.44
H 0.90 1.43 1.73
H -2.79 3.09 -0.06
H -1.36 3.62 -1.00
H -1.90 1.94 -1.06
H -0.95 2.24 2.73
H 1.52 0.01 -2.50
N 3.31 2.79 3.76
O 4.00 1.79 4.08
O 3.72 3.94 4.01
O 2.20 2.62 3.21
```

Calculated values
E_LUMO = 1.4 eV
Multiplicity = 1
Charge = -1
Energy above the lowest of the compared OMol25 structures with the same formula, charge and spin = 0.0 kJ/mol
Gap between HOMO and LUMO = 6.03 eV
Largest force on an atom = 0.0560 Eh/bohr

(3)
Computed, not measured: a cluster of 3 separate species, C4H16NO2 in total, with wB97M-V/def2-TZVPD.

Structure (XYZ):
```
23
C4H16NO2 wB97M-V/def2-TZVPD
C 1.80 0.71 -1.45
C 0.92 0.13 -0.34
N -0.35 1.02 -0.31
C -1.53 0.52 0.49
C 0.54 -1.27 -0.64
H 1.53 0.21 -2.38
H 2.86 0.62 -1.21
H 1.56 1.77 -1.62
H 1.32 0.25 0.67
H -0.06 1.88 0.16
H -0.50 1.33 -1.27
H -1.35 0.87 1.51
H -2.43 0.98 0.12
H -1.57 -0.56 0.49
H 0.14 -1.42 -1.65
H -0.09 -1.69 0.15
H 1.44 -1.89 -0.59
H 1.28 2.15 2.38
H 0.86 3.62 2.37
O 0.87 2.83 1.82
H -1.89 -4.38 -0.09
H -3.16 -3.86 0.75
O -2.21 -3.82 0.61
```

Calculated values
E_LUMO = -2.8 eV
Multiplicity = 1
Charge = +1
Energy above the lowest of the compared OMol25 structures with the same formula, charge and spin = 91.1 kJ/mol
Gap between HOMO and LUMO = 11.54 eV
Largest force on an atom = 0.0281 Eh/bohr

(4)
Computed, not measured: a structure of composition C45H65Br19N2O7P2, with wB97M-V/def2-TZVPD.

Structure (XYZ):
```
140
C45H65Br19N2O7P2 wB97M-V/def2-TZVPD
C 8.95 0.92 2.59
C 7.69 1.16 2.90
C 6.11 1.49 3.06
C 5.34 0.34 2.21
C 5.64 0.35 0.64
C 4.98 -0.70 -0.34
C 5.38 -0.61 -1.90
C 6.52 -1.34 -2.45
C 3.99 -1.74 0.30
C 3.69 -1.77 1.87
C 4.37 -0.74 2.88
C 4.11 -0.78 4.46
C 4.97 -2.17 5.07
C 6.01 -2.89 3.94
O 6.47 -1.99 5.21
C 2.69 -2.95 2.34
O 2.83 -3.67 3.38
C 1.44 -3.23 1.35
C 0.02 -3.54 1.96
Br -0.40 -3.68 3.90
C -1.16 -3.75 0.91
P -2.88 -4.13 1.61
O -3.30 -2.89 2.46
C -0.91 -3.64 -0.67
O -2.06 -3.80 -1.51
C -2.93 -2.63 -1.50
C -2.22 -1.26 -1.03
N -3.06 -0.03 -1.28
C -2.22 1.20 -1.44
C -1.13 1.45 -0.27
C -0.75 3.05 -0.26
O 0.16 0.77 -0.50
C 0.54 -3.37 -1.29
P 0.85 -3.30 -3.19
N 1.75 -4.78 -3.65
O 1.82 -1.92 -3.60
C 1.71 -3.16 -0.22
C 3.24 -2.82 -0.65
O 3.83 -3.36 -1.65
H 9.99 0.43 2.52
H 5.81 1.51 4.17
H 5.85 2.52 2.57
H 6.38 1.13 0.17
H 4.75 0.08 -2.58
H 7.33 -0.76 -3.06
H 6.61 -2.49 -2.34
H 4.52 0.11 5.05
H 3.01 -0.93 4.76
H 4.37 -2.90 5.84
H 6.70 -3.74 4.27
H 6.65 -2.22 3.27
H -3.87 -4.39 0.61
H -2.72 -5.23 2.54
H -3.89 -2.89 -0.89
H -3.30 -2.49 -2.59
H -1.98 -1.23 0.12
H -1.26 -1.11 -1.67
H -3.80 0.08 -0.58
H -1.74 1.19 -2.49
H -2.95 2.10 -1.41
H -1.53 1.23 0.80
H -0.42 3.41 0.78
H -1.55 3.71 -0.75
H 0.20 3.15 -0.93
H 0.17 0.49 -1.45
H 2.29 -4.62 -4.52
H 1.00 -5.45 -3.89
H 1.25 -1.15 -3.35
Br 3.56 1.53 -2.91
C 2.60 2.26 -4.45
C 3.32 1.95 -5.74
Br 4.86 3.12 -5.98
H 2.47 3.33 -4.27
H 1.62 1.77 -4.43
H 2.68 2.15 -6.60
H 3.69 0.93 -5.80
Br 8.67 3.62 2.80
C 8.35 5.54 2.65
C 6.94 5.89 3.04
Br 5.68 5.43 1.63
H 8.60 5.83 1.63
H 9.07 6.00 3.34
H 6.83 6.96 3.18
H 6.60 5.37 3.95
Br -5.55 1.35 -2.46
C -7.13 1.37 -1.31
C -6.81 1.95 0.05
Br -5.86 0.67 1.17
H -7.50 0.35 -1.27
H -7.85 2.00 -1.84
H -7.73 2.17 0.59
H -6.19 2.85 0.00
Br -5.68 -3.76 -4.11
C -5.39 -1.94 -4.77
C -4.55 -1.93 -6.02
Br -2.67 -2.22 -5.60
H -4.95 -1.37 -3.95
H -6.39 -1.55 -4.97
H -4.59 -0.96 -6.50
H -4.84 -2.70 -6.74
Br -10.51 -1.77 2.77
C -8.97 -0.72 3.33
C -9.38 0.62 3.88
Br -9.87 1.86 2.46
H -8.31 -0.64 2.47
H -8.48 -1.32 4.10
H -8.54 1.10 4.40
H -10.23 0.57 4.56
Br 11.39 7.41 3.60
C 11.07 9.33 3.45
C 9.66 9.68 3.84
Br 8.40 9.23 2.42
H 11.32 9.61 2.43
H 11.78 9.79 4.14
H 9.55 10.76 3.98
H 9.31 9.17 4.74
Br -10.64 -1.38 -3.60
C -9.77 -3.08 -3.22
C -9.91 -3.46 -1.76
Br -8.68 -2.43 -0.65
H -8.73 -2.99 -3.54
H -10.28 -3.81 -3.85
H -9.63 -4.50 -1.60
H -10.92 -3.29 -1.37
Br 3.24 -9.08 -5.20
C 3.35 -8.81 -3.27
C 2.04 -9.13 -2.60
Br 0.74 -7.70 -2.86
H 3.68 -7.78 -3.11
H 4.13 -9.49 -2.94
H 2.17 -9.20 -1.52
H 1.58 -10.05 -2.97
Br -7.75 5.99 1.01
C -9.34 6.02 2.14
C -9.04 6.60 3.49
Br -8.10 5.33 4.62
H -9.72 4.99 2.18
H -10.06 6.64 1.60
H -9.97 6.83 4.03
H -8.43 7.50 3.45
```

Calculated values
E_LUMO = -1.2 eV
Multiplicity = 1
Energy above the lowest of the compared OMol25 structures with the same formula, charge and spin = 0.0 kJ/mol
Gap between HOMO and LUMO = 6.62 eV
Largest force on an atom = 0.1313 Eh/bohr

(5)
Computed, not measured: the molecule CH5N3S, with wB97M-V/def2-TZVPD.

Structure (XYZ):
```
10
CH5N3S wB97M-V/def2-TZVPD
N -0.01 -1.02 -1.97
N -0.34 -0.05 -1.23
C 0.03 0.05 0.06
N -0.30 1.09 0.88
S -0.21 1.16 2.41
H -0.94 -1.63 -2.31
H 0.70 -1.73 -1.46
H 0.52 -0.87 0.50
H -0.86 1.80 0.53
H 1.42 1.20 2.57
```

Calculated values
E_LUMO = 0.5 eV
Multiplicity = 1
Energy above the lowest of the compared OMol25 structures with the same formula, charge and spin = 359.1 kJ/mol
Gap between HOMO and LUMO = 8.23 eV
SMILES = N/N=C/NS
Largest force on an atom = 0.1678 Eh/bohr

(6)
Computed, not measured: a cluster of 9 separate species, C4H25O9 in total, with wB97M-V/def2-TZVPD.

Structure (XYZ):
```
38
C4H25O9 wB97M-V/def2-TZVPD
O 0.02 1.03 0.17
H 0.90 0.95 0.63
H -0.51 0.30 0.50
H 0.20 0.92 -0.86
C 2.98 1.57 1.27
C 3.05 0.10 1.35
O 1.83 -0.52 1.21
H 3.85 2.03 1.67
H 2.14 1.89 1.80
H 2.85 1.91 0.20
H 3.40 -0.16 2.32
H 3.69 -0.31 0.58
C -1.48 -0.19 -2.47
C -0.88 -0.37 -3.84
O -0.73 -1.77 -4.16
H -0.89 -0.66 -1.67
H -2.51 -0.64 -2.41
H -1.60 0.80 -2.12
H 0.15 0.08 -3.89
H -1.39 0.14 -4.54
O -3.97 -0.31 -0.11
H -4.74 -0.48 0.36
H -3.36 -0.04 0.60
O -3.00 0.37 2.48
H -2.14 0.51 2.90
H -3.49 0.04 3.26
O -1.12 -1.27 0.91
H -1.53 -1.45 1.75
H -0.77 -2.13 0.62
O -0.40 0.56 3.43
H -0.08 -0.29 3.43
H -0.71 0.58 4.29
O 1.66 0.82 -2.13
H 1.87 1.13 -3.01
H 1.51 -0.11 -2.39
O 1.52 -1.62 -1.03
H 1.47 -1.17 -0.17
H 2.21 -2.25 -0.95
```

Calculated values
E_LUMO = 1.7 eV
Multiplicity = 1
Charge = -1
Energy above the lowest of the compared OMol25 structures with the same formula, charge and spin = 416.5 kJ/mol
Gap between HOMO and LUMO = 3.59 eV
Largest force on an atom = 0.1203 Eh/bohr

(7)
Computed, not measured: the molecule C2H5ClN2O, with wB97M-V/def2-TZVPD.

Structure (XYZ):
```
11
C2H5ClN2O wB97M-V/def2-TZVPD
C 2.53 0.79 0.09
C -2.27 -0.48 -0.02
N 1.14 0.36 0.02
N -0.28 0.63 -0.06
O -0.87 -0.62 0.10
Cl 3.68 -0.44 -0.04
H 2.77 1.81 -0.10
H -2.58 0.47 0.40
H -2.70 -1.30 0.55
H -2.59 -0.54 -1.06
H 1.18 -0.66 0.12
```

Calculated values
E_LUMO (spin up / spin down) = 0.7 / 0.7 eV
Multiplicity = 1
Energy above the lowest of the compared OMol25 structures with the same formula, charge and spin = 487.3 kJ/mol
Gap between HOMO and LUMO (spin up / spin down) = 8.69 / 8.14 eV
Largest force on an atom = 0.0887 Eh/bohr

(8)
Computed, not measured: the molecule C15H11N3O5S, with wB97M-V/def2-TZVPD.

Structure (XYZ):
```
35
C15H11N3O5S wB97M-V/def2-TZVPD
C -0.76 2.20 -4.20
C 0.65 1.95 -3.68
C 1.47 2.98 -3.33
C 2.74 2.67 -2.96
N 3.16 1.43 -2.86
C 2.31 0.46 -3.17
S 2.84 -1.20 -2.93
C 3.06 -1.09 -1.12
C 1.74 -1.03 -0.39
C 1.34 0.07 0.28
C 0.07 -0.01 1.03
O -0.34 1.03 1.55
C -0.58 -1.30 1.16
O -1.66 -1.59 1.97
C -1.49 -1.46 3.33
O -0.39 -1.43 3.90
C -2.75 -1.44 4.13
C -2.72 -1.26 5.48
N -4.02 -1.24 5.96
C -4.76 -1.44 4.89
O -4.06 -1.55 3.73
C -0.09 -2.32 0.42
O 0.99 -2.18 -0.46
N 1.08 0.70 -3.59
H -0.79 3.06 -4.85
H -1.53 2.35 -3.45
H -1.05 1.29 -4.78
H 1.13 4.02 -3.38
H 3.43 3.45 -2.71
H 3.64 -1.95 -0.81
H 3.62 -0.19 -0.90
H 1.91 0.98 0.27
H -1.82 -1.16 6.07
H -5.86 -1.47 4.86
H -0.50 -3.34 0.53
```

Calculated values
E_LUMO = 0.1 eV
Multiplicity = 1
Energy above the lowest of the compared OMol25 structures with the same formula, charge and spin = 0.0 kJ/mol
Gap between HOMO and LUMO = 9.32 eV
SMILES = Cc1ccnc(SCc2cc(=O)c(OC(=O)c3cnco3)co2)n1
Largest force on an atom = 0.0732 Eh/bohr

(9)
Computed, not measured: the molecule C3H2N2O2, with wB97M-V/def2-TZVPD.

Structure (XYZ):
```
9
C3H2N2O2 wB97M-V/def2-TZVPD
O 2.18 0.06 0.13
C 0.96 0.13 -0.03
N 0.16 1.20 -0.14
C -1.04 1.27 0.00
C -1.62 -0.24 0.11
N -0.99 -1.25 -0.08
O 0.38 -1.10 -0.06
H -1.87 1.97 0.11
H -2.66 -0.31 0.36
```

Calculated values
E_LUMO = -0.9 eV
Multiplicity = 1
Energy above the lowest of the compared OMol25 structures with the same formula, charge and spin = 329.9 kJ/mol
Gap between HOMO and LUMO = 9.14 eV
SMILES = O=c1nccno1
Largest force on an atom = 0.1516 Eh/bohr

(10)
Computed, not measured: a cluster of 3 separate species, H6O2S in total, with wB97M-V/def2-TZVPD.

Structure (XYZ):
```
9
H6O2S wB97M-V/def2-TZVPD
O -0.04 -2.27 -0.43
H -0.79 -1.96 0.09
H 0.05 -1.46 -0.96
O -1.37 1.32 0.47
H -1.19 2.19 0.09
H -2.19 1.03 0.01
S 1.50 0.70 -0.17
H 2.65 -0.04 -0.28
H 1.39 0.48 1.17
```

Calculated values
E_LUMO = 0.5 eV
Multiplicity = 1
Energy above the lowest of the compared OMol25 structures with the same formula, charge and spin = 32.5 kJ/mol
Gap between HOMO and LUMO = 10.08 eV
SMILES = O.O.S
Largest force on an atom = 0.0203 Eh/bohr

(11)
Computed, not measured: a structure of composition C17H54BN2O11Pt, with wB97M-V/def2-TZVPD.

Structure (XYZ):
```
86
C17H54BN2O11Pt wB97M-V/def2-TZVPD
Pt 19.19 -7.07 -21.99
B 21.32 -6.50 -22.74
H 20.97 -5.56 -22.17
H 20.58 -6.68 -23.63
H 22.36 -6.29 -23.16
H 21.33 -7.49 -22.12
C 19.87 -7.28 -19.11
C 20.61 -8.46 -19.73
O 19.84 -8.91 -20.86
O 19.72 -6.15 -19.98
H 20.48 -6.89 -18.28
H 18.97 -7.55 -18.56
H 20.93 -9.23 -19.02
H 21.61 -8.09 -20.01
H 19.79 -9.87 -20.85
H 20.02 -5.31 -19.54
C 18.26 -3.84 -23.74
C 19.32 -3.78 -24.84
O 20.61 -3.57 -24.32
O 18.33 -4.99 -22.82
H 17.27 -3.86 -24.21
H 18.32 -2.97 -23.08
H 19.10 -2.93 -25.48
H 19.34 -4.70 -25.44
H 20.87 -4.26 -23.71
H 17.50 -4.88 -22.34
C 23.55 -6.41 -26.10
C 23.86 -7.64 -25.27
O 22.69 -8.22 -24.69
O 22.74 -6.72 -27.22
H 24.48 -5.91 -26.39
H 23.11 -5.62 -25.49
H 24.48 -7.27 -24.44
H 24.37 -8.40 -25.86
H 22.39 -7.53 -24.07
H 22.17 -7.45 -26.93
C 18.97 -10.58 -24.53
C 19.69 -9.29 -24.24
O 18.73 -8.39 -23.64
O 17.91 -10.28 -25.41
H 18.66 -11.03 -23.57
H 19.58 -11.38 -24.96
H 20.15 -8.87 -25.14
H 20.50 -9.45 -23.54
H 18.06 -8.29 -24.34
H 17.34 -11.03 -25.59
C 24.46 -8.87 -21.69
O 25.02 -9.33 -20.48
H 24.85 -7.93 -22.10
H 24.70 -9.60 -22.48
H 23.36 -8.80 -21.72
H 24.97 -8.60 -19.86
C 26.09 -2.51 -25.69
C 27.16 -3.27 -24.90
C 26.64 -3.56 -23.51
O 25.70 -4.63 -23.53
C 24.86 -4.66 -22.41
N 27.52 -4.49 -25.63
H 25.82 -1.55 -25.25
H 25.19 -3.13 -25.77
H 26.43 -2.31 -26.71
H 27.99 -2.57 -24.78
H 26.15 -2.68 -23.07
H 27.43 -3.86 -22.81
H 25.50 -4.87 -21.54
H 24.19 -5.51 -22.49
H 24.35 -3.71 -22.22
H 28.21 -4.99 -25.07
H 26.68 -5.06 -25.59
C 20.77 -2.48 -20.98
C 21.83 -3.35 -20.32
C 23.11 -2.61 -19.95
O 24.04 -3.49 -19.40
C 25.01 -2.81 -18.60
N 21.24 -3.97 -19.11
H 21.23 -2.15 -21.91
H 20.51 -1.60 -20.39
H 19.82 -2.98 -21.14
H 22.06 -4.17 -21.01
H 22.87 -1.80 -19.25
H 23.49 -2.06 -20.83
H 25.88 -3.44 -18.41
H 24.45 -2.50 -17.71
H 25.37 -1.90 -19.08
H 21.90 -4.66 -18.77
H 21.03 -3.23 -18.45
```

Calculated values
E_LUMO (spin up / spin down) = -3.3 / -5.4 eV
Multiplicity = 3
Charge = +1
Gap between HOMO and LUMO (spin up / spin down) = 7.54 / 5.51 eV
Largest force on an atom = 0.0437 Eh/bohr

(12)
Computed, not measured: a structure of composition C3H3N3O2, with wB97M-V/def2-TZVPD.

Structure (XYZ):
```
11
C3H3N3O2 wB97M-V/def2-TZVPD
C -1.53 1.14 -0.27
C -0.56 0.26 0.04
C 1.14 -0.79 0.14
H -2.41 2.35 -1.43
H -2.25 1.50 0.51
H 2.59 -1.84 0.71
N -0.65 -0.29 1.25
N 0.45 -0.98 1.35
N 0.50 -0.12 -0.76
O -1.67 1.77 -1.44
O 2.38 -1.26 -0.07
```

Calculated values
E_LUMO = -0.8 eV
Multiplicity = 1
Energy above the lowest of the compared OMol25 structures with the same formula, charge and spin = 295.2 kJ/mol
Gap between HOMO and LUMO = 8.58 eV
Largest force on an atom = 0.0652 Eh/bohr